Record 1
Entry from OMol25: CH3NS2 in the gas phase at a distorted geometry (ωB97M-V with the def2-TZVPD basis set).

Each line ends with the Mulliken charge.
Cartesian coordinates (Å):
1 S -0.984 -1.504 0.852  -0.078
2 N 0.265 -0.342 -0.165  -0.225
3 C 0.071 0.977 -0.587  -0.240
4 S 0.128 -0.302 -1.849  -0.107
5 H -1.813 -1.634 -0.214  0.148
6 H -0.837 1.575 -0.705  0.267
7 H 0.972 1.571 -0.589  0.235

Values from the calculation:
HOMO-LUMO gap ... 8.16 eV
LUMO ... -0.3 eV
HOMO level ... -8.48 eV
Maximum force ... 3.9 eV Å⁻¹
Calculated total energy ... -24243.27205 eV
Structure (SMILES) ... SN1CS1
Energy relative to the best compared isomer or geometry (same formula, charge and spin) ... 65.6 kcal/mol



Record 2
Entry from OMol25: 2 unconnected molecules or ions with the total composition CH3NS2 at a distorted geometry (ωB97M-V with the def2-TZVPD basis set).

Each line ends with the Mulliken charge.
Cartesian coordinates (Å):
1 C -0.694 0.530 -0.109  -0.206
2 N 0.691 0.657 0.166  -0.372
3 S 0.403 1.001 -1.436  0.081
4 S 1.617 -1.627 0.349  -0.184
5 H -1.351 -0.452 -0.234  0.260
6 H -1.314 1.423 0.004  0.296
7 H 0.648 -1.532 1.259  0.125

Values from the calculation:
HOMO-LUMO gap (alpha / beta) ... 8.94 / 6.66 eV
LUMO (alpha / beta) ... 0.5 / -2.3 eV
HOMO level (alpha / beta) ... -8.45 / -8.91 eV
Maximum force ... 2.8 eV Å⁻¹
Spin multiplicity ... 3
Calculated total energy ... -24241.60823 eV
Energy relative to the best compared isomer or geometry (same formula, charge and spin) ... 31.9 kcal/mol



Record 3
Entry from OMol25: 2 unconnected molecules or ions with the total composition CH3NS2 at a distorted geometry (ωB97M-V with the def2-TZVPD basis set).

Each line ends with the Mulliken charge.
Cartesian coordinates (Å):
1 C -2.759 0.502 0.105  0.214
2 N -1.918 1.248 -0.325  -0.323
3 S -3.901 -0.564 0.100  -0.163
4 S 0.493 -1.565 -0.205  -0.217
5 H -1.147 1.587 0.339  0.297
6 H -0.691 -1.205 0.231  0.057
7 H -0.031 -2.473 -0.969  0.135

Values from the calculation:
HOMO-LUMO gap (alpha / beta) ... 6.89 / 6.39 eV
LUMO (alpha / beta) ... 0.7 / -3.5 eV
HOMO level (alpha / beta) ... -6.19 / -9.87 eV
Maximum force ... 4.9 eV Å⁻¹
Spin multiplicity ... 3
Calculated total energy ... -24241.66998 eV
Energy relative to the best compared isomer or geometry (same formula, charge and spin) ... 30.5 kcal/mol